No. 1
Computed, not measured: a 2-piece molecular cluster, C8H10ClN3 overall in a non-equilibrium geometry, with ωB97M-V/def2-TZVPD.

```
22
Properties=species:S:1:pos:R:3
C 2.092 -1.406 -0.350
C 0.432 -1.471 1.215
C 0.778 -1.943 -0.104
C -3.058 -1.069 -0.094
C 0.170 -2.557 -1.071
C -2.670 -0.166 0.815
C -3.416 -0.785 -1.537
C 1.681 -0.191 2.854
N 2.532 -0.692 0.652
N -0.207 -3.322 -1.871
N 1.503 -0.742 1.550
Cl -2.498 1.470 0.388
H 2.633 -1.460 -1.263
H -2.201 -0.512 1.723
H -3.191 -2.094 0.214
H -4.493 -0.632 -1.627
H -2.915 0.067 -2.145
H -3.277 -1.650 -2.227
H 0.711 -0.098 3.442
H 2.372 -0.878 3.353
H 1.941 0.864 2.664
H -0.318 -3.536 -2.770
```

Its HOMO-LUMO gap is 0.3125 hartree. The LUMO energy comes out at 0.37 eV. The max |F| comes out at 4.16 eV/Å. The calculation puts the HOMO energy at -8.1310 eV. The value obtained for the energy above the lowest of the compared OMol25 structures with the same formula, charge and spin is 4.563 eV. As for the net charge: 0.



No. 2
Computed, not measured: a 3-piece molecular cluster, C5H15N2O overall in a non-equilibrium geometry, with ωB97M-V/def2-TZVPD.

```
23
Properties=species:S:1:pos:R:3
N 0.443 -0.150 3.590
C 2.603 -1.084 0.529
C 2.452 -0.002 -0.238
N -0.539 1.117 -0.194
C -1.484 0.976 -2.500
C -0.757 0.342 -1.294
C -1.717 -0.910 -0.684
O -1.139 -1.260 0.530
H -0.261 0.426 3.145
H -0.044 -0.527 4.403
H 1.243 0.409 3.854
H 1.916 -1.206 1.367
H 3.449 -1.738 0.370
H 3.112 0.228 -1.064
H 1.629 0.702 -0.198
H -0.612 2.106 -0.492
H -2.424 1.314 -2.040
H -1.041 1.819 -3.009
H -1.640 0.265 -3.301
H 0.096 -0.268 -1.648
H -1.765 -1.760 -1.373
H -2.708 -0.450 -0.539
H -0.813 -0.349 0.785
```

Its HOMO-LUMO gap is 0.1594 hartree. The LUMO energy comes out at -8.69 eV. The max |F| comes out at 2.90 eV/Å. The calculation puts the HOMO energy at -13.0264 eV. The value obtained for the energy above the lowest of the compared OMol25 structures with the same formula, charge and spin is 7.339 eV. As for the net charge: +1.



No. 3
Computed, not measured: one molecule with the formula C4H5NO3 in a non-equilibrium geometry, with ωB97M-V/def2-TZVPD.

```
13
Properties=species:S:1:pos:R:3
O 2.249 -0.235 -0.397
C 1.303 0.580 0.416
C -0.001 -0.125 0.176
C -0.244 -1.429 0.088
O -1.551 -1.806 0.021
N -2.257 -0.555 -0.079
C -1.370 0.409 0.093
O -1.968 1.616 -0.152
H 1.694 -0.450 -1.276
H 1.351 1.834 0.296
H 1.721 0.360 1.495
H 0.298 -2.425 -0.073
H -1.225 2.225 -0.608
```

Its HOMO-LUMO gap is 0.3742 hartree. The LUMO energy comes out at 0.22 eV. The structure (SMILES) is OCc1conc1O. The max |F| comes out at 5.12 eV/Å. The calculation puts the HOMO energy at -9.9617 eV. The value obtained for the energy above the lowest of the compared OMol25 structures with the same formula, charge and spin is 4.361 eV. As for the net charge: 0.



net charge of number 2 (C5H15N2O)? +1